# 1
Below is a gas-phase ion, C5H11NO (charge +1) at a distorted geometry, with properties calculated with wB97M-V/def2-TZVPD.

The value obtained for the largest force on an atom is 2.873 eV/Å. Its spin multiplicity is 2. As for the HOMO energy (spin up / spin down): -14.58 / -14.57 eV. For the total energy, the calculation gives -326.75646 hartree. The LUMO energy (spin up / spin down) comes out at -3.3 / -7.8 eV. The gap between HOMO and LUMO (spin up / spin down) comes out at 11.24 / 6.75 eV. As for the total charge: +1.

The geometry in XYZ format:
```
18
Properties=species:S:1:pos:R:3:forces:R:3:nbo_charge:R:1
C -0.11747 -1.92385 -1.64880 0.5 0.0 -0.5 -0.630
C -1.20110 -1.10633 -0.93853 -0.6 -0.1 0.6 -0.266
N -0.67516 0.04876 -0.20938 1.8 -0.2 -2.2 0.065
C -0.75423 1.32845 -0.91103 0.0 0.4 1.3 -0.471
C 0.58428 -0.13873 0.49620 -0.6 -1.2 1.0 -0.395
C 0.69230 0.77334 1.71346 0.2 0.7 0.1 0.398
O 1.73148 1.26420 2.02411 0.3 -0.1 0.0 -0.420
H 0.13027 -2.86437 -1.16279 -0.2 0.1 0.1 0.250
H -0.44938 -2.10698 -2.66850 -0.2 -0.3 0.1 0.262
H 0.80847 -1.37645 -1.79705 0.1 0.2 0.2 0.224
H -1.91369 -0.73031 -1.65363 -0.3 0.1 -0.1 0.234
H -1.74858 -1.73704 -0.23371 0.1 0.0 0.1 0.266
H -1.27330 2.03147 -0.23925 -0.3 0.0 -0.3 0.278
H 0.25850 1.74881 -0.96744 -0.2 -0.2 -0.3 0.260
H -1.25039 1.21262 -1.86712 0.0 0.2 0.1 0.254
H 1.44720 -0.07493 -0.17208 -0.2 0.7 -0.1 0.283
H 0.64557 -1.18101 0.83392 -0.3 0.1 0.2 0.263
H -0.22284 0.99211 2.29775 -0.1 -0.3 -0.2 0.147
```
Forces are in eV/Å.

---

# 2
Below is 2 unconnected molecules or ions with the total composition C5H13N2 at a distorted geometry, with properties calculated with wB97M-V/def2-TZVPD.

The value obtained for the largest force on an atom is 4.895 eV/Å. As for the HOMO energy: -13.66 eV. For the total energy, the calculation gives -307.39816 hartree. The LUMO energy comes out at -5.1 eV. The gap between HOMO and LUMO comes out at 8.59 eV. As for the total charge: +1.

The geometry in XYZ format:
```
20
Properties=species:S:1:pos:R:3:forces:R:3:nbo_charge:R:1
C -0.88951 2.25689 1.06554 1.3 -3.5 -1.4 -0.454
C 0.24503 1.75446 0.71616 1.1 -2.3 0.2 0.198
C 1.34076 -1.07290 1.48132 -0.3 -1.5 -0.7 -0.456
C 0.80730 -0.71487 -0.90226 -3.6 -0.8 -0.4 -0.267
C -0.45692 -0.25580 -1.60437 -1.8 2.5 -3.8 -0.242
N 0.46266 -0.48882 0.48825 0.0 1.5 1.1 -0.483
N -1.76475 -0.54849 -0.97176 2.2 -1.6 1.1 -0.870
H -0.83440 3.25708 1.24305 -0.6 2.9 0.7 0.285
H -1.70918 1.58359 0.94312 -1.1 0.2 0.5 0.285
H 1.30575 1.82711 0.58309 0.1 0.3 0.0 0.237
H 1.32943 -0.57576 2.35362 -0.7 2.2 3.1 0.220
H 1.12842 -2.07777 1.78171 -1.1 -0.9 -0.3 0.230
H 2.37863 -1.18054 1.35329 1.5 0.6 -1.7 0.234
H 0.98530 -1.69602 -1.33442 -0.1 -1.1 1.3 0.233
H 1.68643 -0.24707 -1.17823 1.6 1.8 -0.5 0.226
H -0.49594 -0.42646 -2.77040 0.5 -0.3 2.2 0.212
H -0.58184 0.81702 -1.57844 1.1 0.8 -0.2 0.194
H -0.55903 -0.59343 0.71661 1.2 -0.4 -0.8 0.451
H -1.83132 -1.54657 -1.01853 -1.2 -0.5 0.0 0.370
H -2.54678 -0.07164 -1.36738 -0.2 0.1 -0.6 0.397
```
Forces are in eV/Å.